{
  "formula": "C9H9NO5",
  "method": "the ωB97M-V functional and the def2-TZVPD basis",
  "species": ["O", "H", "C", "O", "H", "C", "O", "H", "H", "C", "C", "C", "H", "N", "O", "H", "C", "H", "C", "C", "O", "H", "H", "C"],
  "coordinates": [[1.6085, 2.3034, -0.6912], [1.6012, 2.0309, -1.6242], [-2.9157, 1.6382, 0.4656], [4.2351, -0.2483, 0.0791], [1.4195, -0.9697, 2.0457], [-0.7127, 1.5875, -0.4062], [-1.0581, 1.7361, -1.5486], [2.2134, -1.8505, -1.7589], [-1.0869, -1.0997, 1.8877], [-0.3517, -1.1411, 1.0225], [-0.7395, -2.0402, 0.1032], [0.9799, -0.4661, 1.0954], [-1.6656, -2.5702, 0.1896], [0.6000, 1.6478, 0.0013], [-1.5563, 1.2064, 0.5965], [-3.4079, 1.0887, -0.2637], [1.3947, -1.7061, -1.0833], [-0.3054, -2.8607, -1.8472], [3.1174, -0.4905, 0.0025], [0.1086, -2.1867, -1.0578], [1.0095, 1.0015, 1.1787], [-2.8585, 2.7227, 0.3300], [-3.5158, 1.4375, 1.3715], [1.8864, -0.7710, -0.0880]],
  "forces_ev_per_a": [[-0.486, -0.162, 0.349], [-0.314, -0.500, 0.219], [0.671, 1.114, 1.424], [0.963, 0.392, 0.009], [-0.326, 1.984, -1.041], [-0.403, -0.861, 0.040], [0.057, 0.847, -0.256], [-0.581, -0.798, -1.275], [1.507, 0.555, -0.773], [-2.375, -1.044, 1.292], [1.460, 2.020, -0.056], [1.030, -0.464, 0.162], [-0.274, -0.169, -0.003], [-0.066, -0.967, 1.104], [0.764, 0.315, 0.531], [-0.751, -0.538, -1.951], [-1.166, 0.271, -0.091], [0.890, 0.665, 0.518], [2.695, 0.498, 0.157], [1.412, -1.424, -1.432], [-0.639, 0.707, 0.493], [-0.624, -0.251, -0.400], [1.019, 0.000, 0.080], [-4.464, -2.189, 0.900]],
  "spin_multiplicity": 1,
  "de_lowest_kcal_mol": 154.67,
  "homo_energy_ev": -7.887,
  "e_tot_ha": -779.08171,
  "lumo_ev": 0.32,
  "orbital_gap_ev": 8.209
}

---

{
  "formula": "C31H53BrFNO14Sb",
  "method": "the ωB97M-V functional and the def2-TZVPD basis",
  "species": ["H", "O", "H", "O", "O", "C", "C", "H", "C", "Sb", "C", "H", "H", "H", "C", "F", "C", "H", "C", "C", "C", "H", "C", "H", "H", "H", "O", "H", "H", "H", "H", "C", "H", "H", "C", "H", "H", "H", "O", "C", "H", "H", "C", "H", "C", "H", "C", "H", "C", "H", "O", "H", "N", "H", "H", "C", "H", "O", "C", "H", "H", "C", "H", "H", "H", "H", "H", "O", "H", "C", "H", "C", "C", "Br", "C", "C", "O", "H", "C", "H", "O", "O", "H", "H", "C", "H", "H", "C", "O", "O", "O", "C", "H", "C", "H", "H", "H", "C", "H", "H", "H", "H"],
  "coordinates": [[4.2995, -4.2137, 0.2183], [4.9721, 2.9789, -3.9914], [-3.7932, -1.5454, -0.4163], [-7.1638, -5.4917, 5.4613], [3.2379, 4.0167, 4.4333], [2.5281, -0.5113, 3.4216], [4.1744, 2.3983, -0.8050], [-1.9073, -3.1743, 2.5820], [-7.2854, -5.3806, 6.8046], [3.6919, -1.0773, 0.2268], [5.1327, -2.5446, 1.0225], [-1.8447, -4.6152, 1.5785], [-4.8675, -5.7828, 3.9737], [2.6129, 6.0133, 1.2301], [-3.7479, -0.5606, -3.4784], [5.1872, -3.6076, -2.0929], [1.5133, 5.9421, -4.7676], [5.2216, 2.6170, 1.0539], [2.9240, -0.6509, 2.2830], [-6.2321, -4.4837, 5.0119], [1.0379, 7.6834, 2.6679], [-6.8058, -3.5730, 4.8175], [2.9022, 5.4438, -5.0767], [-6.2103, -5.2142, 2.9962], [-4.5115, -3.7668, -0.2938], [-0.3130, -3.3503, 0.5409], [-2.6245, -0.5138, -3.1116], [0.3707, 7.8793, 3.5072], [1.8439, -2.8799, 1.0189], [0.9107, -1.5956, -1.5926], [1.4874, 6.4026, -3.7807], [-5.5024, -4.9183, 3.7698], [-4.5857, -5.0690, 6.3068], [-4.9482, -3.3265, 6.3542], [4.4382, -1.3569, -1.9251], [2.3467, -3.4391, -0.5654], [2.5966, 0.1675, -0.3725], [0.6971, -0.9356, 0.0155], [-6.3198, -4.5695, 7.3019], [-2.5025, -4.0112, 2.2015], [3.9335, -0.6378, -2.5651], [2.1532, 3.8789, -6.3889], [3.0530, 4.9730, 3.7608], [2.8728, 7.6911, 3.7886], [3.1833, 6.4429, 2.0564], [-7.2795, 0.6955, -2.2077], [5.2009, 0.5279, 0.5252], [6.0154, -2.5220, 0.3677], [-3.0089, -2.2914, -0.5781], [-2.8968, -4.4484, -0.2204], [-4.1770, -1.2053, -4.5982], [4.9504, 3.0247, -1.2310], [4.5926, -3.9178, 1.1447], [-1.7572, -1.5908, 1.0480], [3.9060, 7.1549, 1.6636], [-5.6055, -1.2536, -4.5500], [5.3705, -4.5354, 1.3643], [-4.8033, 0.0047, -2.8337], [-5.3778, -4.3191, 6.2478], [3.1874, 5.0717, -7.2157], [-1.4919, -0.7915, -0.4933], [-3.4962, -3.5832, 0.0785], [1.2002, 6.6791, -5.5081], [1.2707, 8.6295, 2.1783], [-8.0810, -0.0450, -3.6028], [-5.9162, 0.8681, -4.3247], [-5.9054, -2.1852, -4.0632], [-8.1191, -5.9178, 7.4597], [5.5071, -1.1333, -1.9053], [4.5293, 1.9046, 0.5940], [5.4194, -2.1736, 2.0074], [4.2413, 3.6923, -4.5914], [-5.9376, -0.0387, -3.7122], [2.5531, 3.5201, -0.7735], [2.3020, 7.0139, 3.1444], [-1.6872, -1.7589, -0.0286], [4.1594, 3.7448, -5.9505], [-7.2874, -1.0548, -2.3788], [4.2417, -2.6876, -2.4762], [3.6382, 1.8729, 1.2245], [3.8572, 5.3861, 2.7490], [3.3501, -3.0724, -3.1783], [3.9293, 1.5781, -1.4692], [-4.8829, -4.1155, 3.3784], [2.0677, -2.5480, 0.0020], [-2.8280, -4.5783, 3.0742], [5.7549, 0.3426, 1.4477], [3.0178, 4.5388, -6.2827], [2.0087, 5.8377, 3.9108], [3.3755, 4.5774, -4.0367], [-3.6194, -3.4849, 1.4938], [0.8128, -1.8736, -0.5410], [5.9185, 0.5307, -0.3027], [-7.2248, -0.1166, -2.9318], [0.7983, 5.1186, -4.7631], [0.5036, 7.0440, 1.9640], [-0.6929, -3.2789, -1.1991], [-0.4819, -2.6834, -0.3041], [-6.0182, -1.2186, -5.5556], [2.0257, -0.4918, 4.3608], [-2.8880, -2.4587, -1.6480], [3.6010, 6.2832, -5.1543]],
  "forces_ev_per_a": [[-0.109, -0.020, 0.076], [0.028, 0.017, -0.003], [0.022, 0.063, -0.173], [-0.044, 0.100, 0.106], [0.002, 0.001, 0.028], [-0.350, -0.230, -0.198], [-0.044, -0.021, 0.424], [0.130, -0.103, -0.014], [-0.017, -0.035, -0.038], [-0.134, 0.081, 0.398], [0.000, -0.281, -0.188], [-0.158, -0.154, -0.055], [-0.003, 0.019, 0.063], [-0.057, -0.016, 0.021], [0.004, -0.040, 0.096], [0.208, -0.046, 0.188], [-0.076, -0.120, 0.164], [-0.183, 0.137, 0.062], [0.179, 0.028, 0.143], [0.192, -0.053, -0.228], [-0.181, -0.172, 0.051], [-0.023, 0.001, 0.045], [-0.335, 0.093, 0.054], [-0.017, 0.125, -0.026], [0.029, -0.120, 0.042], [-0.055, -0.161, -0.064], [0.024, 0.120, -0.140], [0.058, 0.071, 0.020], [0.223, -0.012, 0.049], [0.005, -0.031, -0.032], [0.045, 0.057, -0.032], [-0.121, -0.342, 0.054], [0.004, -0.011, -0.083], [-0.091, 0.018, 0.108], [0.873, -0.473, -0.553], [0.051, 0.112, -0.152], [-0.003, -0.022, -0.005], [0.035, 0.083, -0.091], [0.036, -0.032, -0.044], [0.226, 0.872, 0.292], [-0.191, 0.012, 0.110], [-0.057, 0.059, 0.047], [0.030, 0.014, -0.003], [0.031, -0.008, -0.011], [0.154, -0.001, -0.051], [-0.017, 0.054, -0.072], [-0.092, 0.251, -0.170], [0.012, 0.203, 0.028], [0.112, -0.103, 0.778], [0.175, 0.030, 0.208], [-0.064, 0.015, 0.043], [-0.035, -0.043, -0.164], [0.287, 0.200, -0.144], [-0.103, 0.159, -0.009], [0.116, -0.088, 0.076], [0.033, -0.024, -0.145], [-0.104, -0.047, 0.105], [0.064, 0.039, -0.127], [0.020, 0.127, 0.083], [0.134, -0.057, 0.005], [-0.039, 0.033, -0.009], [-0.567, 0.333, -0.478], [0.024, 0.000, -0.015], [0.028, -0.002, 0.000], [0.012, 0.002, -0.023], [0.024, -0.011, -0.024], [-0.071, 0.038, 0.046], [0.004, 0.001, 0.009], [-0.052, 0.014, 0.221], [0.222, -0.087, -0.019], [-0.061, 0.011, 0.028], [-0.029, 0.009, 0.052], [-0.233, -0.031, 0.113], [0.066, 0.115, -0.032], [-0.223, 0.152, -0.143], [0.240, -0.353, -0.242], [-0.064, 0.009, 0.016], [0.023, -0.015, -0.032], [-0.933, 0.614, -0.431], [-0.022, -0.133, -0.007], [-0.084, 0.017, 0.004], [0.240, -0.265, 0.136], [-0.050, 0.062, -0.090], [-0.098, 0.079, -0.037], [-0.336, -0.017, 0.010], [-0.155, -0.170, -0.154], [-0.069, -0.126, 0.018], [0.083, 0.008, -0.130], [0.116, -0.021, 0.003], [0.245, -0.027, -0.160], [0.385, -0.671, -0.055], [-0.014, -0.083, 0.613], [0.049, -0.145, 0.035], [0.074, -0.056, 0.217], [0.029, -0.019, -0.018], [0.044, -0.015, -0.014], [0.026, -0.215, 0.121], [0.045, 0.578, -0.411], [0.136, 0.017, -0.044], [0.205, 0.171, 0.072], [-0.138, -0.066, -0.075], [0.033, -0.025, -0.025]],
  "spin_multiplicity": 1,
  "homo_energy_ev": -4.013,
  "e_tot_ha": -5235.18294,
  "lumo_ev": 1.87,
  "orbital_gap_ev": 5.882,
  "charge": -1
}